# 1
Density functional theory data (ωB97M-V/def2-TZVPD) for 2 unconnected molecules or ions with the total composition C4H5NO in a non-equilibrium geometry.

The geometry in XYZ format:
```
11
Properties=species:S:1:pos:R:3:forces:R:3
O -3.472512 -0.779654 -0.917060 1.0 -0.1 0.8
N 1.778229 -1.677076 -0.174752 0.0 0.7 0.6
C -2.749919 -0.960893 0.034334 -0.3 -0.4 1.6
C 2.075977 -0.475010 0.256387 -0.1 -0.8 -1.8
C 3.169768 0.441930 0.002696 0.0 -0.1 4.1
C 0.765360 -0.897259 0.365543 -0.5 -0.4 0.5
H -3.196343 -0.981696 1.147932 0.6 0.1 -1.9
H 3.178268 1.260868 0.725954 0.1 -0.1 -0.1
H 3.110433 0.836184 -0.916936 -0.8 1.5 -3.5
H -1.614786 -1.167609 0.034968 -1.4 0.4 -0.5
H 4.095229 -0.053363 0.003347 1.4 -0.8 0.3
```
Forces are in eV/Å.

Electronic energy, eV: -7761.515
Spin multiplicity: 1
SMILES string: CC1=C=N1.C=O
HOMO-LUMO gap, eV: 9.54
Energy relative to the best compared isomer or geometry (same formula, charge and spin), kJ/mol: 483.5

Per-atom Löwdin charges, elementary charge units:
1 O -0.04
2 N 0.16
3 C -0.17
4 C -0.33
5 C -0.02
6 C 0.04
7 H 0.10
8 H 0.10
9 H 0.05
10 H 0.02
11 H 0.08


# 2
Density functional theory data (ωB97M-V/def2-TZVPD) for 8 unconnected molecules or ions with the total composition C17H35N3O5 in a non-equilibrium geometry.

The geometry in XYZ format:
```
60
Properties=species:S:1:pos:R:3:forces:R:3
O 1.950007 4.541800 4.667161 -1.7 0.1 0.6
O -4.521585 -1.973955 5.931591 -0.2 0.4 0.9
O 2.782223 -1.374900 7.534662 -0.1 -0.3 0.2
O -6.978340 2.306985 4.599102 -0.7 -0.5 0.7
O -2.275749 -0.295811 0.883650 1.1 0.4 -0.5
N -0.268855 -6.170964 -6.570148 -0.3 0.6 0.3
N 3.155305 3.031799 -8.101189 -1.3 -0.4 0.9
N 4.756640 1.318113 0.492883 0.9 0.1 -1.1
C -7.240393 3.116043 3.481362 1.5 0.4 -0.6
C 0.588483 4.747229 5.212083 0.8 -0.2 -0.3
C 1.726398 -1.547914 6.610776 -0.5 0.0 -0.2
C -1.105219 -6.699062 -5.619915 -0.5 -1.4 -1.4
C 2.688698 1.850193 -7.469906 1.4 0.9 -1.3
C 6.103824 1.120945 0.656912 0.6 0.0 0.2
C 2.245032 4.070925 -7.864012 0.0 -2.4 1.1
C 4.515028 1.276921 -0.848509 -0.8 -0.3 -0.3
C 1.259104 3.476774 -7.059118 -0.1 2.0 -0.7
C 0.491176 -5.200787 -5.989207 -0.3 -0.3 1.6
C -5.370052 -2.875721 6.632737 0.2 -1.4 -1.1
C -0.832832 -6.173157 -4.394261 -0.7 -0.8 -0.5
C 1.499162 2.110961 -6.860775 0.5 0.3 0.1
C -2.735140 -0.894206 -0.331868 -0.6 -0.3 1.0
C 5.659863 0.935725 -1.542554 -0.3 1.3 0.4
C 6.718089 0.905031 -0.585465 -1.2 0.0 1.4
C 0.148913 -5.226431 -4.617736 2.0 1.5 -0.7
H 3.516312 1.558883 -1.147610 0.1 -0.3 -0.5
H 4.049022 1.568273 1.168744 0.5 -0.1 0.0
H -0.150875 4.021473 4.873378 0.4 -0.2 -0.6
H 2.411346 5.064108 -8.254285 -0.1 -0.1 0.2
H -0.266917 -6.329825 -7.567576 -0.3 -0.2 0.4
H 1.110976 -0.651239 6.537753 0.2 0.3 -0.4
H 3.307130 0.971664 -7.579964 -0.2 -0.1 0.2
H 4.066381 3.144674 -8.522256 -0.3 -0.2 0.0
H 5.741814 1.001024 -2.617465 0.0 -0.4 0.1
H 1.181370 -4.639795 -6.601822 0.0 0.1 0.4
H -7.187285 2.517299 2.572078 -0.7 -0.2 0.1
H 6.494335 1.198072 1.660881 0.3 -0.2 -0.2
H 0.563295 4.613888 6.293602 0.5 0.4 0.1
H -2.993022 -1.938704 -0.156873 -0.4 0.0 0.0
H 0.640925 -4.682354 -3.825075 0.0 0.3 -0.2
H -7.467744 2.705897 5.322258 0.2 -0.3 0.2
H -2.736488 -0.568008 1.680663 -0.3 -0.4 -0.4
H 1.003439 -2.299076 6.928849 0.4 -0.2 0.5
H -1.982915 -0.943539 -1.119159 0.3 0.6 0.4
H -6.348914 3.734932 3.379622 -0.2 0.7 -0.2
H 7.778301 0.761893 -0.733331 -0.2 -0.1 0.0
H 2.115534 5.347572 4.172247 0.2 -0.1 -0.1
H 3.234674 -0.554324 7.325993 0.0 0.0 0.0
H -6.036124 -3.255312 5.857914 -0.9 0.0 0.4
H -5.100757 -1.209894 5.882974 0.4 0.5 -0.4
H 0.244174 5.736028 4.909053 -0.1 0.0 0.3
H -4.826453 -3.781527 6.901297 0.4 0.3 0.3
H -8.126819 3.742049 3.583675 -0.1 -0.2 -0.2
H -3.600612 -0.318984 -0.660789 -0.1 -0.3 -0.4
H -1.797772 -7.465765 -5.934467 0.0 0.0 0.2
H 0.437897 3.995143 -6.586559 -0.1 0.1 -0.3
H -5.876910 -2.487452 7.516165 0.0 0.2 -0.2
H -1.296744 -6.521555 -3.483322 0.1 0.3 0.0
H 0.855175 1.480570 -6.265547 0.3 -0.2 -0.2
H 2.084473 -1.892622 5.640698 0.1 0.3 -0.2
```
Forces are in eV/Å.

Electronic energy, eV: -32899.402
Spin multiplicity: 1
SMILES string: c1cc[nH]c1.c1cc[nH]c1.c1cc[nH]c1.CO.CO.CO.CO.CO
HOMO-LUMO gap, eV: 8.33

Per-atom Löwdin charges, elementary charge units:
1 O -0.14
2 O -0.12
3 O -0.12
4 O -0.12
5 O -0.14
6 N -0.01
7 N -0.01
8 N 0.00
9 C -0.18
10 C -0.13
11 C -0.18
12 C -0.16
13 C -0.13
14 C -0.15
15 C -0.11
16 C -0.16
17 C -0.14
18 C -0.12
19 C -0.17
20 C -0.13
21 C -0.13
22 C -0.15
23 C -0.11
24 C -0.10
25 C -0.12
26 H 0.10
27 H 0.15
28 H 0.07
29 H 0.10
30 H 0.15
31 H 0.07
32 H 0.10
33 H 0.13
34 H 0.09
35 H 0.10
36 H 0.08
37 H 0.10
38 H 0.07
39 H 0.07
40 H 0.09
41 H 0.07
42 H 0.07
43 H 0.07
44 H 0.08
45 H 0.07
46 H 0.08
47 H 0.06
48 H 0.07
49 H 0.07
50 H 0.07
51 H 0.07
52 H 0.07
53 H 0.08
54 H 0.07
55 H 0.10
56 H 0.09
57 H 0.08
58 H 0.10
59 H 0.10
60 H 0.07